C9H14 | the ωB97M-V functional and the def2-TZVPD basis

As for the net charge: 0. The SMILES is Cc1ccccc1.CC. Its relative energy (zero: lowest compared OMol25 entry of this formula, charge and spin) is 0.899 eV. As for the total energy: -9559.282 eV. The orbital gap is 10.0 eV. Its HOMO energy is -9.014 eV.

CARTESIAN COORDINATES (ANGSTROEM)
H -0.034887 4.377589 -1.005193
C -2.245474 -1.074587 1.293664
H -1.080908 2.719381 -2.436685
H 1.676028 -3.431833 2.220252
H -2.192917 -0.313408 2.078480
H 2.849520 -2.451317 0.408482
C 1.150472 -1.283218 -0.348763
H -2.898732 -1.905451 1.593535
C -0.127072 -2.331149 1.934275
C -0.156943 -0.911059 0.001213
H -0.634697 -2.647858 2.836431
H 1.701587 -0.684174 -1.061443
C -0.076958 2.440674 -2.109890
C -0.819355 -1.524889 1.043302
H 1.018012 3.192997 -0.476489
C 0.638412 3.624217 -1.414044
H -2.831418 -0.670349 0.475643
C 1.797128 -2.197500 0.461482
H 0.554190 2.201091 -2.962260
H -0.543990 -0.054864 -0.531116
C 1.185050 -2.671490 1.630916
H -0.308786 1.530394 -1.574353
H 1.381737 4.066803 -2.057439

Forces on atoms 1 to 3 (eV/Å):
H -0.20 0.17 -0.55
C -0.30 -0.52 0.85
H 0.18 0.27 -0.53

=====

C9H14 | the ωB97M-V functional and the def2-TZVPD basis

As for the net charge: 0. The SMILES is Cc1ccccc1.CC. Its relative energy (zero: lowest compared OMol25 entry of this formula, charge and spin) is 0.361 eV. As for the total energy: -9559.820 eV. The orbital gap is 10.0 eV. Its HOMO energy is -8.979 eV.

CARTESIAN COORDINATES (ANGSTROEM)
H -2.519613 -3.062417 0.387856
C -1.065285 -1.471915 0.220148
H 4.390665 2.143871 -0.989073
C -3.257535 0.180252 -0.134340
C -2.330889 -2.025142 0.157069
C 3.761011 1.966382 -0.121880
H 1.930769 2.932858 -0.837717
C 0.141267 -2.330992 0.545169
H 0.139267 0.217142 -0.185840
C -3.437818 -1.174463 0.029769
H 0.686457 -1.922636 1.397158
H -1.746727 1.795582 -0.122917
H -4.095148 0.868090 -0.192216
H 3.898652 2.722098 0.658882
C 2.298527 1.937990 -0.562742
C -0.879842 -0.105848 -0.030329
H 1.685087 1.637435 0.299658
H 2.116919 1.203756 -1.341914
C -1.987205 0.735637 -0.103846
H 3.999070 1.018907 0.365737
H 0.848313 -2.312781 -0.281831
H -0.145439 -3.362938 0.748652
H -4.430503 -1.590875 0.094550

Forces on atoms 1 to 3 (eV/Å):
H 0.22 -0.21 -0.12
C 0.67 -0.43 -0.38
H 0.37 0.04 0.22

=====

C9H14 | the ωB97M-V functional and the def2-TZVPD basis

As for the net charge: 0. The SMILES is Cc1ccccc1.CC. Its relative energy (zero: lowest compared OMol25 entry of this formula, charge and spin) is 2.065 eV. As for the total energy: -9558.116 eV. The orbital gap is 9.9 eV. Its HOMO energy is -8.861 eV.

CARTESIAN COORDINATES (ANGSTROEM)
H 0.621884 -2.771229 1.369869
H 0.979172 1.479389 1.562736
C 1.193252 2.559573 -2.404758
H 2.183140 2.465937 -0.564497
H -1.728521 -3.302147 2.913816
H 0.555678 -3.341953 2.975178
H -1.907352 -1.726618 2.266693
H 0.461286 -1.500769 2.583677
H -1.676221 -3.016611 1.088961
H -1.296171 -0.033668 -0.870341
C 0.448613 1.131200 -0.511702
C -1.327138 -2.688656 2.148213
H 1.709743 3.404929 -2.828939
H 0.011167 2.243549 -4.130798
H -1.287696 0.583205 -3.454069
C -0.574410 0.894285 -2.623978
H 0.718247 -0.093006 1.260143
H -0.555697 0.856979 1.355195
C 0.405513 0.850187 0.999458
C 0.256701 1.850708 -3.119086
C 0.096686 -2.538755 2.355330
C -0.677397 0.638567 -1.315021
C 1.389519 2.054907 -1.056078

Forces on atoms 1 to 3 (eV/Å):
H -0.42 0.50 0.96
H 1.51 2.04 1.27
C -0.39 -2.24 2.17

=====

C9H14 | the ωB97M-V functional and the def2-TZVPD basis

As for the net charge: 0. The SMILES is Cc1ccccc1.CC. Its relative energy (zero: lowest compared OMol25 entry of this formula, charge and spin) is 1.036 eV. As for the total energy: -9559.146 eV. The orbital gap is 10.0 eV. Its HOMO energy is -9.033 eV.

CARTESIAN COORDINATES (ANGSTROEM)
C 0.888974 2.205470 -0.393364
H 0.237218 -0.538862 3.318062
H 1.472855 3.070844 -0.099560
H -2.115623 -0.279633 3.291763
H 1.586434 0.225563 1.434852
C 1.207790 -2.021393 -2.654237
C -1.222299 1.987918 0.916703
H 1.601583 1.414162 -0.668864
H 2.050878 -1.957146 -1.960720
H -1.652681 2.798341 0.332146
C -0.189613 0.090544 2.549311
C -1.570361 0.314664 2.570960
H 1.057959 -0.972125 -2.896722
H -0.550375 -2.011775 -1.298946
H 1.301743 -2.640250 -3.539157
H -3.167302 1.486588 1.846980
C -2.098750 1.341969 1.777007
C 0.622038 0.701629 1.588199
H 0.501620 2.644295 -1.321533
H -0.609156 -3.270330 -2.475805
H 0.500397 -3.407730 -1.115240
C 0.086147 -2.720673 -1.838218
C 0.060533 1.537935 0.636393

Forces on atoms 1 to 3 (eV/Å):
C 1.53 -0.40 -1.28
H 0.13 -0.29 -0.24
H 0.27 -0.05 1.02

=====

C9H14 | the ωB97M-V functional and the def2-TZVPD basis

As for the net charge: 0. The SMILES is Cc1ccccc1.CC. Its relative energy (zero: lowest compared OMol25 entry of this formula, charge and spin) is 2.129 eV. As for the total energy: -9558.052 eV. The orbital gap is 9.7 eV. Its HOMO energy is -8.712 eV.

CARTESIAN COORDINATES (ANGSTROEM)
H -3.169278 0.731087 -1.546006
H 1.777755 -0.465281 1.724818
C -0.519325 -0.063773 0.669971
C 2.991073 -0.421503 -0.133338
C -1.395518 0.730473 -0.126371
H 0.136607 0.237153 1.489631
H -2.747603 -1.648847 -2.098496
C -1.267443 -1.983704 -0.608870
H 3.872027 -1.078769 0.273112
H -1.650755 2.642246 -0.952504
H -2.208221 2.381416 0.833555
H -0.670063 2.746260 0.383310
C -1.464440 2.168019 0.057228
H 2.284518 -0.986497 -0.627080
C -2.133159 -1.220501 -1.303562
H 2.798485 1.059201 1.663347
C -2.352190 0.203581 -1.049239
H -1.246908 -3.032837 -0.750467
C -0.475881 -1.382776 0.458053
H 1.502204 1.012549 0.473831
H 3.543619 0.101895 -0.896306
C 2.245709 0.309690 1.009163
H 0.148787 -2.039084 1.056219

Forces on atoms 1 to 3 (eV/Å):
H 0.67 0.17 0.18
H 0.65 1.38 -1.33
C -1.09 0.59 -0.08

=====

C9H14 | the ωB97M-V functional and the def2-TZVPD basis

As for the net charge: 0. The SMILES is C=C/C=C\C.C=CC=C. Its relative energy (zero: lowest compared OMol25 entry of this formula, charge and spin) is 2.961 eV. As for the total energy: -9557.221 eV. The orbital gap is 9.5 eV. Its HOMO energy is -8.526 eV.

CARTESIAN COORDINATES (ANGSTROEM)
C -0.658508 -0.757996 0.137780
C 1.732399 2.815339 -2.626092
H -2.094192 -2.405691 1.721207
C -0.315371 -2.165268 -0.211156
C 2.120349 1.082756 -0.935012
C -1.531254 -0.403077 1.084400
C 2.206318 2.483344 -1.422064
H 1.389976 2.043964 -3.331535
H 2.628788 3.230180 -0.739056
H -1.736258 0.661456 1.258433
H 2.394331 -0.514722 0.410772
H 1.767220 3.849751 -2.962802
H 0.419415 -2.228392 -1.019321
C -3.588081 -1.066347 2.275679
H 0.043180 -2.737672 0.681173
H -4.240619 -1.821898 2.686012
C 2.478135 0.549643 0.233598
H 1.718286 0.391742 -1.676007
H 2.811346 1.118501 1.110779
H -0.095179 0.013723 -0.374580
H -3.855846 -0.024882 2.473782
H -1.203550 -2.748708 -0.561697
C -2.390885 -1.365748 1.785705

Forces on atoms 1 to 3 (eV/Å):
C 0.11 0.31 0.42
C 0.46 -0.04 0.02
H -0.03 -0.09 0.00